1.
A molecular structure, C42H54F5P3SiV at a distorted geometry, computed with the ωB97M-V functional and the def2-TZVPD basis.

## Properties
Largest force on an atom   3.62 eV Å⁻¹
HOMO-LUMO gap (spin up / spin down)   0.2832 / 0.2709 Ha
LUMO energy (spin up / spin down)   0.54 / 0.48 eV

The geometry in ORCA input format:
```
! wB97M-V def2-TZVPD RIJCOSX def2/J DEFGRID3
* xyz 0 4
V -0.01 0.14 -0.73
C -2.97 -3.43 1.57
C -2.84 -2.53 0.30
C -3.68 -1.30 0.43
P -1.04 -2.32 -0.29
C -1.10 -3.36 -1.81
C -1.49 -4.80 -1.83
C 0.21 -3.22 -2.68
C -0.01 -3.12 0.95
C 0.23 -4.45 1.01
C 0.98 -4.93 2.10
C 1.31 -4.13 3.16
C 1.09 -2.73 3.08
C 0.44 -2.19 1.98
Si 0.11 -0.29 1.73
C -1.40 0.30 2.59
C -1.93 -0.28 3.75
C -3.11 0.24 4.31
C -3.68 1.36 3.80
C -3.16 1.92 2.67
C -2.05 1.40 1.97
P -1.50 1.99 0.25
C -0.86 3.62 0.62
C 0.31 3.51 1.62
C -0.47 4.34 -0.72
C -2.93 2.39 -0.81
C -2.55 2.55 -2.27
C -3.99 3.44 -0.44
C 1.57 0.69 2.53
C 1.63 0.97 3.90
C 2.53 1.81 4.53
C 3.50 2.41 3.68
C 3.56 2.05 2.32
C 2.55 1.27 1.68
P 2.50 0.76 -0.15
C 3.15 -1.07 -0.01
C 3.00 -1.73 -1.34
C 4.65 -1.20 0.44
C 3.72 1.83 -0.98
C 2.97 3.08 -1.33
C 4.41 1.06 -2.20
H -4.02 -3.42 1.83
H -2.49 -2.97 2.45
H -2.59 -4.43 1.53
H -3.20 -3.16 -0.55
H -3.35 -0.63 1.31
H -4.67 -1.61 0.57
H -3.66 -0.66 -0.50
H -1.97 -2.81 -2.36
H -0.61 -5.37 -1.60
H -1.84 -5.11 -2.84
H -2.26 -4.93 -1.03
H 1.00 -3.74 -2.06
H 0.54 -2.18 -2.86
H 0.11 -3.91 -3.60
H -0.01 -5.01 0.13
H 1.22 -6.02 2.17
H 1.76 -4.63 3.97
H 1.34 -2.09 3.87
H -1.39 -1.13 4.05
H -3.42 -0.26 5.21
H -4.55 1.79 4.19
H -3.67 2.79 2.32
H -1.62 4.20 1.11
H 1.04 2.82 1.19
H -0.05 3.02 2.52
H 0.73 4.50 1.88
H 0.12 3.75 -1.41
H 0.15 5.26 -0.47
H -1.36 4.67 -1.25
H -3.58 1.44 -0.73
H -2.92 3.51 -2.64
H -2.94 1.69 -2.80
H -1.45 2.48 -2.34
H -3.55 4.46 -0.47
H -4.43 3.21 0.53
H -4.79 3.44 -1.13
H 0.90 0.50 4.60
H 2.52 2.01 5.58
H 4.28 2.99 4.13
H 4.34 2.44 1.77
H 2.55 -1.57 0.72
H 3.70 -1.47 -2.11
H 2.05 -1.43 -1.78
H 2.94 -2.80 -1.15
H 5.27 -1.02 -0.43
H 4.81 -2.25 0.65
H 4.85 -0.66 1.31
H 4.52 2.08 -0.21
H 2.15 2.98 -2.01
H 3.55 3.88 -1.80
H 2.75 3.57 -0.37
H 3.64 0.51 -2.82
H 5.10 0.36 -1.76
H 4.99 1.72 -2.84
F 1.85 1.18 -3.47
C 0.67 0.59 -3.90
C -0.28 0.33 -2.98
C -1.51 -0.04 -3.50
F -2.52 -0.40 -2.70
C -1.74 -0.13 -4.84
F -2.85 -0.64 -5.45
C -0.75 0.29 -5.77
F -1.01 0.14 -7.05
C 0.51 0.71 -5.26
F 1.41 1.12 -6.15
*
```

Mulliken population analysis, charges in e, atoms 1 to 2: 0.4017 -1.5736



2.
A gas-phase ion, C42H54N5OSi (charge +1) at a distorted geometry, computed with the ωB97M-V functional and the def2-TZVPD basis.

## Properties
Largest force on an atom   2.64 eV Å⁻¹
HOMO-LUMO gap   0.2892 Ha
LUMO energy   -2.23 eV

The geometry in ORCA input format:
```
! wB97M-V def2-TZVPD RIJCOSX def2/J DEFGRID3
* xyz 1 1
C -3.39 -6.64 2.75
Si -4.26 -5.13 2.12
C -5.59 -5.53 0.88
C -4.95 -4.15 3.54
O -3.11 -4.23 1.30
C -2.34 -3.07 1.53
C -3.21 -1.81 1.34
C -4.39 -1.88 0.61
C -5.17 -0.74 0.43
C -4.76 0.48 0.97
C -3.55 0.57 1.66
C -2.77 -0.58 1.85
C -1.62 -3.22 2.88
C -2.06 -2.53 4.00
C -1.45 -2.73 5.24
C -0.45 -3.71 5.39
C -0.06 -4.46 4.27
C -0.66 -4.24 3.03
C -1.30 -3.04 0.34
C -1.99 -3.12 -1.05
C -1.93 -1.73 -1.66
C -0.93 -0.93 -0.82
N -0.52 -1.78 0.26
C 0.60 -1.49 0.96
C 1.40 -0.37 0.92
C 1.19 1.09 0.42
C 1.54 2.05 1.62
C 0.65 2.95 2.23
C 1.17 3.98 3.01
C 2.54 4.09 3.23
C 3.41 3.10 2.74
C 2.89 2.04 2.00
H -4.10 -7.23 3.35
H -3.04 -7.26 1.91
H -2.53 -6.40 3.38
H -6.33 -6.19 1.36
H -6.12 -4.64 0.52
H -5.19 -6.06 0.01
H -5.86 -4.67 3.88
H -4.25 -4.10 4.38
H -5.23 -3.12 3.26
H -4.72 -2.84 0.20
H -6.10 -0.82 -0.14
H -5.39 1.37 0.85
H -3.20 1.52 2.08
H -1.84 -0.53 2.43
H -2.91 -1.85 3.92
H -1.77 -2.13 6.10
H 0.01 -3.88 6.36
H 0.70 -5.23 4.36
H -0.43 -4.89 2.19
H -0.63 -3.91 0.45
H -1.35 -3.81 -1.63
H -2.99 -3.55 -1.04
H -1.61 -1.74 -2.71
H -2.90 -1.22 -1.61
H -0.06 -0.59 -1.41
H -1.41 -0.02 -0.42
H 0.93 -2.32 1.60
H 2.26 -0.51 1.59
H 0.14 1.21 0.15
H -0.44 2.85 2.09
H 0.50 4.73 3.44
H 2.95 4.92 3.79
H 4.48 3.15 2.90
H 3.53 1.23 1.65
C 3.30 -1.03 -4.55
C 2.09 -0.14 -4.74
N 2.37 1.27 -4.55
C 2.16 2.10 -5.69
C 2.97 3.37 -5.71
N 3.15 3.89 -4.38
C 3.59 5.26 -4.35
C 4.26 5.55 -3.03
N 3.57 5.00 -1.90
C 3.93 5.59 -0.63
C 2.76 6.11 0.17
C 2.96 3.76 -1.95
C 2.43 3.04 -0.82
N 1.86 1.78 -0.87
C 2.03 1.15 -2.07
C 2.40 1.83 -3.28
C 2.81 3.19 -3.25
H 2.99 -2.07 -4.72
H 4.09 -0.79 -5.27
H 3.71 -0.95 -3.54
H 1.76 -0.21 -5.77
H 1.27 -0.44 -4.08
H 2.40 1.51 -6.56
H 1.10 2.39 -5.77
H 3.94 3.22 -6.21
H 2.45 4.12 -6.33
H 4.29 5.43 -5.17
H 2.76 5.96 -4.51
H 5.30 5.19 -3.08
H 4.30 6.62 -2.89
H 4.54 4.88 -0.06
H 4.56 6.44 -0.90
H 3.12 6.39 1.16
H 2.33 7.00 -0.32
H 1.96 5.37 0.28
H 2.56 3.48 0.17
H 1.90 0.06 -2.08
*
```

Mulliken population analysis, charges in e, atoms 1 to 2: -1.0835 0.3135



3.
10 unconnected molecules or ions with the total composition C42H54N6O4 at a distorted geometry, computed with the ωB97M-V functional and the def2-TZVPD basis.

## Properties
Structure (SMILES)   c1ccncc1.c1ccncc1.c1ccncc1.c1ccncc1.c1ccncc1.c1ccncc1.CC(C)=O.CC(C)=O.CC(C)=O.CC(C)=O
Largest force on an atom   1.27 eV Å⁻¹
HOMO-LUMO gap   0.3539 Ha
Relative energy (zero: lowest compared OMol25 entry of this formula, charge and spin)   0.058 eV
LUMO energy   0.44 eV

The geometry in ORCA input format:
```
! wB97M-V def2-TZVPD RIJCOSX def2/J DEFGRID3
* xyz 0 1
N 2.86 -0.29 5.70
C 1.73 -0.49 5.02
C 1.47 -1.62 4.27
C 2.48 -2.56 4.13
C 3.69 -2.31 4.77
C 3.84 -1.16 5.52
H 0.96 0.26 5.14
H 0.52 -1.83 3.80
H 2.40 -3.47 3.55
H 4.47 -3.05 4.69
H 4.74 -0.97 6.10
N 5.18 -1.63 -0.19
C 4.12 -1.11 0.41
C 4.18 -0.43 1.62
C 5.41 -0.28 2.23
C 6.52 -0.86 1.64
C 6.36 -1.47 0.39
H 3.19 -1.38 -0.08
H 3.25 -0.10 2.07
H 5.45 0.17 3.21
H 7.49 -0.73 2.11
H 7.23 -1.88 -0.12
N 4.13 4.51 -1.62
C 3.13 5.30 -1.24
C 2.21 4.97 -0.25
C 2.31 3.72 0.32
C 3.33 2.87 -0.08
C 4.23 3.32 -1.03
H 3.11 6.27 -1.71
H 1.45 5.69 0.01
H 1.66 3.41 1.13
H 3.38 1.87 0.32
H 5.12 2.75 -1.27
N 5.23 2.00 -4.96
C 5.58 0.75 -5.28
C 4.91 -0.38 -4.82
C 3.77 -0.20 -4.05
C 3.35 1.09 -3.79
C 4.11 2.15 -4.27
H 6.43 0.65 -5.94
H 5.25 -1.35 -5.15
H 3.22 -1.03 -3.62
H 2.45 1.33 -3.24
H 3.83 3.17 -4.05
N -5.91 -1.32 1.00
C -6.19 -1.35 2.29
C -5.34 -0.86 3.27
C -4.13 -0.35 2.87
C -3.82 -0.32 1.52
C -4.76 -0.80 0.63
H -7.14 -1.81 2.57
H -5.60 -0.98 4.31
H -3.45 0.07 3.60
H -2.89 0.13 1.20
H -4.56 -0.81 -0.44
N -0.95 -3.83 1.07
C -1.61 -3.95 -0.08
C -1.69 -5.13 -0.79
C -1.08 -6.27 -0.28
C -0.46 -6.15 0.95
C -0.45 -4.93 1.61
H -2.01 -3.04 -0.52
H -2.17 -5.19 -1.76
H -1.13 -7.24 -0.75
H 0.11 -6.97 1.38
H 0.05 -4.85 2.56
C -0.03 -0.46 1.28
C 0.18 0.21 -0.05
O 0.36 1.41 -0.14
C 0.09 -0.66 -1.29
H -0.79 -1.24 1.20
H -0.34 0.25 2.04
H 0.91 -0.96 1.53
H 0.44 -1.67 -1.11
H 0.69 -0.20 -2.07
H -0.97 -0.67 -1.58
C -1.57 4.20 0.75
C -2.79 3.92 1.61
O -3.88 4.32 1.29
C -2.58 3.13 2.88
H -0.97 3.28 0.76
H -1.04 5.04 1.19
H -1.91 4.35 -0.27
H -3.06 2.15 2.81
H -3.06 3.62 3.72
H -1.52 3.02 3.12
C -4.35 -3.07 -3.01
C -4.19 -1.57 -3.15
O -3.09 -1.07 -3.21
C -5.44 -0.73 -3.14
H -3.44 -3.58 -3.31
H -5.20 -3.42 -3.60
H -4.56 -3.27 -1.95
H -5.71 -0.52 -2.10
H -6.29 -1.27 -3.54
H -5.24 0.22 -3.63
C -2.29 2.18 -2.77
C -3.56 2.25 -1.95
O -3.65 1.68 -0.88
C -4.69 3.12 -2.45
H -2.52 1.78 -3.76
H -1.64 1.44 -2.30
H -1.83 3.16 -2.80
H -5.21 3.55 -1.60
H -5.40 2.48 -2.99
H -4.38 3.89 -3.15
*
```

Mulliken population analysis, charges in e, atoms 1 to 2: -0.5885 -0.4279



4.
A molecular structure, C42H55BCeN6O2 at a distorted geometry, computed with the ωB97M-V functional and the def2-TZVPD basis.

## Properties
Largest force on an atom   16.39 eV Å⁻¹
HOMO-LUMO gap (spin up / spin down)   0.1837 / 0.1890 Ha
LUMO energy (spin up / spin down)   2.18 / 2.18 eV

The geometry in ORCA input format:
```
! wB97M-V def2-TZVPD RIJCOSX def2/J DEFGRID3
* xyz -1 2
Ce -0.58 -0.51 0.20
C 0.93 3.39 6.26
C 2.19 2.75 5.74
C 3.40 3.00 6.41
C 4.59 2.42 5.96
C 4.58 1.60 4.85
C 3.38 1.35 4.17
C 2.17 1.92 4.60
N 0.94 1.67 3.93
C 0.76 0.75 2.92
N 1.04 -0.52 3.39
C 0.99 -1.82 2.85
C 0.53 -2.11 1.56
C 0.51 -3.40 1.03
C 0.98 -4.46 1.79
C 1.46 -4.22 3.08
C 1.48 -2.91 3.61
C 2.04 -2.73 5.00
N 0.32 1.06 1.73
C 0.06 2.40 1.39
C 1.11 3.23 1.00
C 0.89 4.56 0.67
C -0.41 5.08 0.72
C -1.47 4.25 1.10
C -1.25 2.91 1.42
C -2.41 2.03 1.81
H 1.10 3.92 7.20
H 0.16 2.63 6.44
H 0.55 4.12 5.53
H 3.42 3.65 7.28
H 5.52 2.62 6.49
H 5.50 1.15 4.49
H 3.42 0.71 3.29
H 0.53 2.58 3.70
H 1.23 -0.50 4.38
H 0.14 -3.56 0.02
H 0.97 -5.47 1.39
H 1.83 -5.06 3.66
H 2.42 -3.67 5.41
H 1.26 -2.37 5.67
H 2.87 -2.02 4.98
H 2.12 2.82 0.95
H 1.71 5.20 0.37
H -0.59 6.12 0.47
H -2.48 4.67 1.12
H -3.36 2.54 1.69
H -2.32 1.73 2.86
H -2.44 1.13 1.18
C -6.28 -1.07 -3.38
C -4.83 -1.07 -2.91
N -4.27 0.27 -2.62
C -4.65 1.36 -3.53
C -3.90 1.26 -4.85
C -3.14 0.40 -1.82
C -2.53 1.77 -1.57
N -2.52 -0.57 -1.22
H -6.65 -2.10 -3.42
H -6.38 -0.65 -4.38
H -6.91 -0.51 -2.69
H -4.20 -1.56 -3.66
H -4.80 -1.68 -2.01
H -4.46 2.34 -3.08
H -5.73 1.36 -3.72
H -2.82 1.29 -4.70
H -4.17 2.10 -5.50
H -4.15 0.34 -5.38
H -3.29 2.44 -1.15
H -2.15 2.19 -2.51
H -1.70 1.70 -0.86
H -2.96 -1.48 -1.37
C -1.01 -4.40 -3.98
C 0.08 -3.60 -3.25
C 1.35 -4.49 -3.19
O -0.33 -3.33 -1.93
B 0.37 -2.07 -1.67
O 0.94 -1.43 -2.86
C 0.34 -2.18 -3.89
C -0.96 -1.44 -4.31
C 1.28 -2.22 -5.12
H -1.17 -5.38 -3.48
H -0.72 -4.59 -5.04
H -1.99 -3.87 -3.97
H 1.14 -5.43 -2.64
H 2.18 -3.97 -2.67
H 1.70 -4.77 -4.21
H -1.68 -1.37 -3.47
H -1.46 -1.97 -5.16
H -0.72 -0.41 -4.65
H 2.27 -2.63 -4.86
H 1.45 -1.19 -5.51
H 0.83 -2.83 -5.93
C 0.15 1.37 -1.51
C 1.46 1.00 -1.00
C 2.25 0.07 -1.68
C 3.53 -0.24 -1.21
C 4.03 0.37 -0.06
C 3.24 1.29 0.63
C 1.96 1.61 0.16
C 5.34 0.05 0.41
N 6.41 -0.20 0.80
H -0.15 1.09 -2.53
H -0.29 2.35 -1.29
H 1.89 -0.40 -2.59
H 4.14 -0.96 -1.76
H 3.61 1.78 1.53
H 1.36 2.33 0.70
H -2.09 -0.70 1.75
*
```

Mulliken population analysis, charges in e, atoms 1 to 2: -0.3779 -1.4126



> Which formula does entry 4 have?

C42H55BCeN6O2